Molecular formula: C46H39FFeI2N6O9PS
Method: DFT, ωB97M-V/def2-TZVPD

charge	0
E_LUMO (spin up / spin down)	-0.8 / -2.9	eV
HOMO energy (spin up / spin down)	-8.054 / -8.126	eV
energy relative to the best compared isomer or geometry (same formula, charge and spin)	67.84	kJ/mol
frontier orbital gap (spin up / spin down)	7.27 / 5.25	eV
multiplicity	6
⟨S²⟩	8.798
DFT total energy	-5480.6956	Eh

Each line ends with the Mulliken charge.
Cartesian coordinates (Å):
H (-1.07, -1.53, 2.59)  0.156
H (2.79, 2.65, -1.09)  0.620
H (3.22, -1.87, -4.48)  0.396
H (-0.40, -1.29, -7.51)  0.238
C (-4.14, -1.17, -0.87)  -0.709
H (-0.63, 5.15, -0.59)  0.337
C (1.20, -2.53, -7.17)  0.259
H (3.12, 2.92, 1.27)  0.446
H (-0.45, 5.35, 1.16)  0.298
H (-5.80, -1.04, 3.96)  0.444
C (-3.85, 2.45, -0.28)  -0.361
C (-3.21, 1.89, 0.81)  0.228
C (-2.94, -0.47, -0.79)  0.399
C (-2.57, -2.08, 4.02)  -1.262
H (2.23, -7.12, -1.56)  0.410
H (6.43, -0.87, 3.77)  0.357
H (-4.90, 4.15, -1.06)  0.447
C (1.74, -4.10, -0.20)  0.127
C (5.41, -0.58, 3.57)  -0.366
O (-1.33, -2.41, 0.21)  -0.492
C (1.74, 0.16, -3.89)  -1.522
H (-4.95, 0.20, 2.01)  0.468
H (2.31, -0.64, 6.35)  0.230
C (2.45, -5.21, -0.61)  -0.781
N (1.61, -0.67, -5.07)  0.327
C (-4.28, -0.46, 2.56)  -0.969
C (1.81, 3.11, -0.98)  -0.733
N (1.33, 5.30, 0.09)  -0.214
C (-4.56, -1.69, -2.08)  -0.780
C (0.51, -0.50, -5.88)  0.509
C (2.44, -1.76, -5.22)  0.001
H (-4.74, -1.32, 0.02)  0.338
P (-2.35, 0.30, 0.71)  1.592
H (-1.95, -0.72, -4.02)  0.444
N (0.40, -1.42, -6.90)  -0.085
C (0.80, 0.01, 4.98)  -1.489
H (-1.42, -4.88, -1.09)  0.543
I (6.44, -0.10, 0.78)  0.083
N (1.47, 0.38, 2.72)  1.088
C (0.38, -3.98, -0.36)  0.145
H (-0.48, 3.02, 1.44)  0.145
H (1.30, 5.00, -1.97)  0.385
H (1.72, 5.36, 2.13)  0.341
H (-1.20, 0.20, -1.85)  -0.253
C (2.72, 0.08, 3.08)  -0.420
C (1.72, -6.23, -1.22)  -0.597
C (-4.40, 3.73, -0.20)  -0.834
C (4.47, -0.65, 4.59)  0.127
H (1.22, 1.10, -4.07)  0.447
C (-2.57, -0.84, -3.14)  -0.400
H (-0.47, 0.61, 3.33)  0.844
C (3.09, -0.30, 4.37)  0.599
C (-3.77, -1.52, -3.22)  -0.731
N (0.83, -1.98, 0.89)  0.182
Fe (1.21, 0.24, 0.31)  1.697
C (-3.66, 3.90, 2.08)  -0.789
C (-4.30, 4.45, 0.97)  -0.610
C (3.71, 0.21, 1.99)  0.805
C (-0.09, 3.30, 0.46)  -0.325
C (-2.95, -0.60, 2.16)  0.840
C (-0.35, -4.99, -0.97)  -0.354
O (3.34, 0.62, 0.88)  -0.412
C (1.87, 4.66, -1.11)  -0.966
H (-4.72, 5.44, 1.03)  0.402
H (-4.10, -1.94, -4.16)  0.413
C (2.29, -2.64, -6.21)  0.319
C (-3.12, 2.63, 2.00)  -0.123
H (2.90, 5.00, -1.24)  0.247
C (-0.04, 4.84, 0.28)  -1.004
C (5.06, -0.16, 2.29)  -0.390
H (0.00, 0.00, 5.70)  0.514
H (3.15, 5.25, 1.10)  0.310
C (1.19, -0.52, -2.64)  0.707
H (1.72, 3.03, 2.35)  0.334
O (1.18, 0.24, -1.61)  -0.723
H (-2.63, 2.20, 2.86)  0.283
C (-2.15, -0.31, -1.93)  0.158
H (-0.72, 2.82, -0.29)  -0.043
I (5.13, -1.26, 6.45)  0.142
H (-0.20, -6.92, -1.88)  0.424
O (2.98, -1.82, -0.42)  -0.638
O (0.97, -3.27, -8.09)  -0.626
O (-0.88, 0.56, 0.70)  1.406
H (-1.90, -2.71, 4.59)  0.539
H (3.51, -5.29, -0.47)  0.515
H (-3.59, 4.46, 3.00)  0.448
H (-3.93, 1.89, -1.21)  0.431
C (0.34, -6.11, -1.40)  -0.661
C (-2.10, -1.41, 2.90)  -0.032
H (-5.49, -2.24, -2.14)  0.397
C (-0.15, -2.71, 0.24)  -0.368
S (2.29, -2.62, 0.57)  0.972
C (0.53, 0.36, 3.66)  -0.730
C (2.13, 4.88, 1.24)  -1.014
N (1.27, 2.73, 0.34)  1.182
H (1.16, 2.67, -1.74)  0.225
F (3.12, -3.68, -6.35)  -0.322
O (0.77, -1.67, -2.71)  -0.621
C (2.08, -0.34, 5.34)  -1.091
H (2.80, 0.38, -3.72)  0.229
O (3.04, -2.89, 1.78)  -0.719
C (2.12, 3.33, 1.37)  -0.626
C (-3.90, -1.95, 4.40)  -0.676
O (-0.30, 0.39, -5.72)  -0.663
C (-4.76, -1.14, 3.67)  -0.828
H (-4.27, -2.48, 5.27)  0.413


Molecular formula: C6H7NS2
Method: DFT, ωB97M-V/def2-TZVPD

charge	0
E_LUMO	0.0	eV
HOMO energy	-8.096	eV
SMILES	CSSc1ccccn1
energy relative to the best compared isomer or geometry (same formula, charge and spin)	105.06	kJ/mol
frontier orbital gap	8.07	eV
multiplicity	1
DFT total energy	-1083.9100	Eh

Each line ends with the Mulliken charge.
Cartesian coordinates (Å):
H (1.96, -2.27, 1.32)  0.367
C (1.54, -1.27, 1.11)  -0.394
H (3.49, -0.39, 0.55)  0.309
H (2.44, 1.80, -0.31)  0.473
S (-3.00, 1.17, -0.64)  -0.045
H (-1.23, 0.19, -2.01)  0.223
H (-2.53, -1.05, -1.65)  0.253
N (0.60, 1.38, 0.35)  -0.510
S (-1.91, 0.92, 1.19)  -0.154
C (0.22, -0.82, 1.35)  -0.290
C (-0.16, 0.47, 0.93)  0.470
H (-2.75, 0.22, -2.92)  0.330
C (1.90, 1.02, 0.09)  -0.335
C (2.41, -0.18, 0.65)  -0.323
H (-0.61, -1.24, 1.91)  0.357
C (-2.34, 0.05, -1.92)  -0.730


Molecular formula: C5H12Si
Method: DFT, ωB97M-V/def2-TZVPD

charge	0
E_LUMO (spin up / spin down)	1.0 / -1.7	eV
HOMO energy (spin up / spin down)	-4.440 / -10.942	eV
energy relative to the best compared isomer or geometry (same formula, charge and spin)	236.35	kJ/mol
frontier orbital gap (spin up / spin down)	5.45 / 9.22	eV
multiplicity	3
⟨S²⟩	2.007
DFT total energy	-486.9510	Eh

Each line ends with the Mulliken charge.
Cartesian coordinates (Å):
C (-0.77, -1.28, 0.17)  -0.596
H (1.64, 1.44, -1.93)  0.279
C (1.00, 0.39, -0.05)  0.926
C (1.06, 0.66, 1.37)  -1.312
H (1.71, 2.36, -0.29)  0.282
H (-0.62, -2.27, 0.15)  0.479
H (0.16, -0.65, -1.67)  0.464
H (-2.45, -0.03, -1.33)  -0.149
H (-3.79, -0.72, 0.47)  -0.150
H (1.24, 1.69, 1.45)  0.378
H (3.00, 1.39, -0.77)  0.298
H (0.17, 0.37, 2.00)  0.406
H (-3.19, -2.32, -0.75)  -0.130
H (1.94, 0.11, 1.73)  0.237
H (-0.56, -0.99, 1.22)  0.152
Si (-2.63, -1.03, -0.36)  0.450
C (1.91, 1.38, -0.80)  -1.195
C (0.21, -0.51, -0.61)  -0.819


Molecular formula: H26O13
Method: DFT, ωB97M-V/def2-TZVPD

charge	0
E_LUMO	-0.3	eV
HOMO energy	-8.593	eV
energy relative to the best compared isomer or geometry (same formula, charge and spin)	617.54	kJ/mol
frontier orbital gap	8.33	eV
multiplicity	1
DFT total energy	-993.5380	Eh

Each line ends with the Mulliken charge.
Cartesian coordinates (Å):
O (3.91, -3.88, 0.32)  -0.583
O (4.13, -0.61, 1.97)  -0.594
H (-1.90, 0.60, -3.85)  0.300
H (-0.60, 1.22, -3.36)  0.290
H (-2.00, -2.44, 3.32)  0.303
H (4.17, 1.29, -0.36)  0.296
H (-3.32, -2.62, -1.87)  0.384
H (3.75, -1.06, 1.21)  0.243
O (-2.68, -2.94, -2.53)  -0.653
H (4.20, -3.45, 1.14)  0.325
H (0.31, -2.28, -0.61)  0.173
O (3.76, 3.43, -1.02)  -0.556
H (3.96, 4.04, -0.31)  0.274
H (-2.77, -1.14, -0.67)  0.345
H (-3.34, 2.21, 0.64)  0.300
H (-3.88, -1.98, -0.07)  0.334
H (3.17, -3.34, 0.03)  0.296
H (-2.81, -2.65, 2.05)  0.312
O (-1.47, 0.92, -3.05)  -0.579
H (-1.84, 2.62, 3.89)  0.304
H (-2.04, -3.44, -2.01)  0.308
O (-2.89, -2.34, 2.96)  -0.628
H (1.49, -3.18, -0.27)  0.196
O (3.39, 1.62, -0.81)  -0.634
H (-2.21, 3.87, 1.07)  0.335
O (-2.95, -2.01, -0.31)  -0.716
O (-1.67, 3.58, 0.33)  -0.632
H (-0.11, -0.64, -0.89)  0.365
H (1.07, 0.03, -0.21)  0.273
H (-1.21, 1.72, 2.84)  0.317
H (-3.54, 2.93, -0.68)  0.348
H (5.02, -0.95, 2.03)  0.332
O (0.60, -3.20, -0.64)  -0.518
O (-3.97, 2.32, -0.08)  -0.613
H (3.67, 1.68, -1.74)  0.354
O (-1.52, 1.72, 3.75)  -0.616
H (-1.22, 4.38, 0.04)  0.261
H (2.97, 3.80, -1.44)  0.280
O (0.38, 0.19, -0.86)  -0.527


Molecular formula: C4H6O2
Method: DFT, ωB97M-V/def2-TZVPD

charge	0
E_LUMO	0.5	eV
HOMO energy	-7.976	eV
energy relative to the best compared isomer or geometry (same formula, charge and spin)	568.17	kJ/mol
frontier orbital gap	8.47	eV
multiplicity	1
DFT total energy	-306.2899	Eh

Each line ends with the Mulliken charge.
Cartesian coordinates (Å):
H (-1.23, 0.53, -1.87)  0.192
H (0.66, -1.99, -0.46)  0.333
H (-1.58, -1.13, -0.10)  0.318
C (-0.66, -0.53, -0.17)  -0.046
H (0.99, -0.02, 3.16)  0.413
O (0.46, 1.43, -1.02)  -0.395
C (-1.07, 0.76, -0.81)  -0.664
O (0.34, -1.22, -0.96)  -0.552
H (0.56, 1.97, -0.22)  0.391
C (0.50, -0.16, 2.22)  0.175
C (-0.08, -0.33, 1.18)  -0.545
H (1.09, 0.68, -0.97)  0.379


Molecular formula: C39H40BrGeN6O6S3V
Method: DFT, ωB97M-V/def2-TZVPD

charge	0
E_LUMO (spin up / spin down)	-0.5 / -0.7	eV
HOMO energy (spin up / spin down)	-7.253 / -7.352	eV
energy relative to the best compared isomer or geometry (same formula, charge and spin)	43.35	kJ/mol
frontier orbital gap (spin up / spin down)	6.78 / 6.69	eV
multiplicity	3
⟨S²⟩	2.013
DFT total energy	-9079.7811	Eh

Each line ends with the Mulliken charge.
Cartesian coordinates (Å):
S (-0.82, -0.27, -1.79)  -0.348
C (5.52, 0.37, -1.29)  -1.517
C (1.90, 3.16, -1.42)  0.447
H (-4.45, 5.37, 0.94)  0.388
H (-0.44, 4.30, -0.08)  0.134
H (6.72, -2.86, -0.89)  0.481
H (6.58, 0.28, 1.26)  0.395
Ge (-0.77, 2.01, -2.07)  0.310
H (5.93, -2.12, -2.29)  0.394
H (0.96, 1.88, -4.41)  0.383
H (1.53, 3.33, -0.42)  0.269
C (1.59, 2.35, -3.66)  -0.542
H (5.68, 1.33, -0.80)  0.467
H (-6.31, -0.81, -0.73)  0.397
H (-1.39, 2.03, -3.49)  -0.081
H (1.70, -5.16, 1.44)  0.409
O (0.31, 1.35, 0.47)  0.477
H (3.63, -4.15, -6.46)  0.388
V (0.28, -0.62, 0.30)  -0.356
H (-4.71, -0.80, 1.15)  0.472
C (-2.39, 4.95, 0.51)  -0.648
C (-4.36, -0.70, 0.13)  -0.848
C (3.68, 3.34, -3.03)  -0.489
S (-1.88, -0.62, 1.28)  -0.644
H (4.69, 3.66, -3.29)  0.433
C (6.38, -0.74, -0.66)  0.894
C (-2.98, -0.57, -0.09)  1.093
H (3.47, 0.46, 0.77)  0.620
C (-4.80, -0.62, -2.24)  -0.709
H (5.33, -0.99, 1.23)  0.124
O (0.28, -2.38, 0.08)  0.688
H (-3.07, -0.44, -3.49)  0.430
N (4.10, 0.07, -1.24)  1.266
C (-1.50, 4.13, -0.18)  -0.086
C (-3.75, 4.74, 0.39)  -0.507
C (3.29, -6.03, -2.92)  -0.902
C (3.25, 0.08, -0.22)  -1.646
H (5.76, 0.48, -2.35)  0.387
O (3.90, -5.59, 0.43)  -0.704
C (3.19, 3.56, -1.75)  -1.025
C (-5.25, -0.71, -0.93)  -0.610
H (3.26, 2.56, -4.98)  0.396
C (1.08, 2.55, -2.37)  0.272
H (-0.18, -6.52, 0.68)  0.466
C (6.32, -0.71, 0.86)  -1.328
N (1.07, -0.39, 2.18)  0.692
C (-3.35, 2.92, -1.13)  -0.320
H (7.40, -0.52, -0.97)  0.355
C (2.72, -5.28, -1.89)  -0.339
H (1.81, -3.42, -1.31)  0.468
C (3.37, -5.47, -4.18)  -0.850
H (0.95, 0.13, 5.99)  0.432
H (3.64, -7.03, -2.72)  0.477
C (-0.61, -3.27, -0.35)  0.296
C (0.47, 1.86, 1.65)  0.201
H (5.02, -2.44, -0.81)  0.095
C (-0.83, -4.46, 0.56)  -0.981
H (3.80, 4.06, -1.01)  0.462
C (-3.44, -0.50, -2.48)  -0.945
O (-1.16, -3.20, -1.42)  -0.579
N (3.46, -0.44, -2.31)  -0.837
N (1.48, -5.21, 0.45)  -0.408
O (2.44, -7.40, -0.43)  -0.757
H (7.02, -1.43, 1.28)  0.432
Br (2.58, -2.71, 2.26)  -0.073
C (1.58, -1.14, 4.39)  -0.832
H (1.94, -3.66, -6.30)  0.324
C (2.87, -4.20, -4.44)  0.737
N (2.28, -0.73, -1.94)  -0.072
C (2.23, -4.00, -2.12)  0.444
C (0.65, 0.79, 2.71)  -0.010
C (1.02, 0.01, 4.92)  -0.575
C (-1.97, 3.11, -1.00)  0.735
H (0.26, 1.98, 4.41)  0.546
C (2.92, -3.61, -5.83)  -1.546
H (-1.86, -4.79, 0.42)  0.440
C (-2.55, -0.44, -1.41)  0.357
C (2.88, 2.73, -3.98)  -0.702
H (3.81, -6.04, -4.99)  0.381
H (1.90, -2.48, -3.58)  0.527
C (-4.23, 3.73, -0.43)  -0.629
H (-0.67, -4.19, 1.60)  0.229
C (1.61, -1.28, 3.02)  0.259
H (-5.50, -0.64, -3.06)  0.389
H (-3.74, 2.15, -1.77)  0.408
S (2.72, -6.00, -0.28)  1.437
O (0.60, 3.02, 1.96)  -0.704
C (0.10, -5.60, 0.15)  -0.826
H (3.21, -2.56, -5.79)  0.327
H (-2.00, 5.74, 1.14)  0.407
C (0.60, 1.02, 4.06)  -0.711
H (-5.30, 3.57, -0.53)  0.401
C (2.30, -3.48, -3.40)  -0.630
H (0.01, -5.79, -0.92)  0.424
C (5.99, -2.11, -1.20)  -1.381
N (2.11, -0.42, -0.63)  1.636
H (2.01, -1.90, 5.02)  0.500


Molecular formula: C22H39NO10P2PtS
Method: DFT, ωB97M-V/def2-TZVPD

charge	0
E_LUMO	0.1	eV
HOMO energy	-7.820	eV
frontier orbital gap	7.92	eV
multiplicity	1
DFT total energy	-2869.2952	Eh

Each line ends with the Mulliken charge.
Cartesian coordinates (Å):
H (-0.10, 4.33, 4.60)  0.291
O (1.64, 1.74, 2.57)  -0.383
H (-2.06, -1.81, 2.80)  0.476
H (0.42, 1.71, 7.25)  0.417
C (-0.37, 3.66, 5.41)  -1.480
H (0.87, -4.47, 6.42)  0.427
H (2.02, -0.59, 1.03)  0.081
C (2.18, -0.35, 3.76)  -1.022
H (2.54, 1.85, -3.00)  0.479
N (0.19, -1.56, -0.22)  -0.507
O (-1.42, 2.21, -0.40)  -0.881
C (0.83, -3.52, 2.40)  -0.360
C (-1.15, -2.33, 3.08)  -0.346
O (-0.44, 1.66, 4.04)  -0.186
H (1.24, -0.83, 3.48)  -0.142
S (-0.82, -2.70, 0.37)  1.462
O (0.89, 3.38, -0.50)  -0.322
H (0.35, 4.04, 2.19)  0.460
H (1.45, -3.92, 1.61)  0.507
H (-1.46, 3.61, 5.50)  0.321
C (2.87, 0.01, 1.36)  -1.169
C (-0.33, -2.83, 2.08)  -0.176
C (2.34, 2.14, -1.97)  -1.019
H (0.64, -2.84, -1.87)  0.471
C (-2.47, 6.19, 1.12)  -1.225
C (2.62, 0.64, 2.71)  0.601
H (-2.68, 5.85, -0.98)  0.359
H (-1.44, -2.14, 5.19)  0.364
C (-0.36, 3.28, 1.86)  -0.615
C (0.81, -1.82, -1.53)  -0.424
O (-0.49, -3.97, -0.23)  -0.796
P (-0.56, 3.33, 0.07)  0.867
O (0.66, -0.96, -3.76)  -0.705
C (-2.51, 5.27, -0.08)  0.428
H (0.36, 4.92, -2.61)  0.307
C (-0.80, -2.52, 4.41)  -0.606
H (-2.33, 5.62, 2.05)  0.183
H (1.42, 4.08, -3.76)  0.406
Pt (-0.58, 0.29, -0.22)  1.643
H (-3.42, 6.72, 1.21)  0.428
C (0.36, -3.21, 4.75)  1.084
H (-0.01, -3.01, 6.87)  0.364
C (-0.07, 1.33, 6.35)  -1.349
H (-3.45, 3.59, 0.93)  0.279
H (-3.56, 3.53, -0.83)  0.306
H (2.07, -4.25, 3.98)  0.419
O (-0.60, 0.53, 1.87)  -1.136
H (2.17, 1.24, -1.39)  -0.324
H (1.69, -2.91, 6.42)  0.311
P (0.08, 1.67, 2.55)  0.667
O (-1.16, 4.74, -0.28)  -0.371
H (-1.15, 1.27, 6.54)  0.371
C (0.32, -0.85, -2.60)  0.454
H (-1.34, 3.51, 2.27)  0.381
C (0.20, 2.27, 5.19)  0.880
H (3.09, 0.77, 0.61)  0.209
H (-1.67, 6.92, 1.03)  0.353
H (0.30, 0.33, 6.13)  0.163
C (1.26, 4.31, -2.70)  -1.504
H (2.12, 4.88, -2.34)  0.335
C (0.75, -3.41, 6.19)  -1.666
C (1.17, -3.70, 3.73)  -0.853
O (-2.19, -2.27, 0.39)  -0.736
H (-4.55, 4.69, 0.08)  0.492
H (0.25, 2.45, -2.26)  0.411
H (2.07, 0.12, 4.74)  0.238
H (2.94, -1.13, 3.84)  0.621
H (0.03, 4.07, 6.33)  0.457
H (3.21, 2.68, -1.57)  0.405
H (3.51, 1.18, 3.04)  0.329
C (-3.57, 4.19, 0.03)  -1.307
H (3.74, -0.65, 1.44)  0.554
C (1.12, 3.02, -1.93)  0.659
H (1.27, 2.32, 4.99)  0.271
H (1.89, -1.67, -1.44)  0.200
O (-0.45, 0.13, -2.18)  -0.583


Molecular formula: C5H4O7Yb
Method: DFT, ωB97M-V/def2-TZVPD

charge	-1
E_LUMO (spin up / spin down)	2.3 / 2.0	eV
HOMO energy (spin up / spin down)	-3.200 / -3.470	eV
energy relative to the best compared isomer or geometry (same formula, charge and spin)	258.63	kJ/mol
frontier orbital gap (spin up / spin down)	5.46 / 5.42	eV
multiplicity	2
⟨S²⟩	0.751
DFT total energy	-1878.3100	Eh

Each line ends with the Mulliken charge.
Cartesian coordinates (Å):
C (0.96, 2.24, 0.87)  -0.361
O (-0.95, -1.16, -0.66)  -0.693
O (0.95, 0.96, 1.47)  -0.434
C (-0.33, 0.28, 1.20)  1.192
H (0.06, 1.78, -1.07)  0.172
H (-0.72, 3.16, -0.24)  0.325
H (1.91, 2.42, 0.35)  0.239
O (-0.88, -0.25, 2.23)  -0.910
O (-1.11, 1.32, 0.59)  -0.447
O (1.05, -1.48, 0.28)  -0.380
C (-0.23, 2.19, -0.08)  -0.395
O (-0.12, -3.72, -1.82)  -0.427
C (-1.18, -3.18, -1.90)  0.835
C (-0.03, -0.84, 0.14)  0.079
Yb (2.09, -3.46, -0.71)  0.331
H (0.82, 3.02, 1.63)  0.236
O (-2.29, -3.26, -2.28)  -0.363


Molecular formula: Cl2F2Mg
Method: DFT, ωB97M-V/def2-TZVPD

charge	-2
E_LUMO	6.6	eV
HOMO energy	-1.350	eV
energy relative to the best compared isomer or geometry (same formula, charge and spin)	16.82	kJ/mol
frontier orbital gap	7.95	eV
multiplicity	1
DFT total energy	-1320.4597	Eh

Each line ends with the Mulliken charge.
Cartesian coordinates (Å):
Cl (-1.20, -2.01, 1.07)  -0.885
Mg (0.32, 0.08, -0.03)  1.164
Cl (-0.82, 0.32, -1.97)  -0.750
F (-0.45, 1.14, 1.32)  -0.751
F (2.15, 0.48, -0.39)  -0.778